(1)
Here is C20H38Cl3N2NdO4Si as an isolated structure in a non-equilibrium geometry from the Open Molecules 2025 dataset. Energies are from ωB97M-V with the def2-TZVPD basis set.

The HOMO energy (spin up / spin down) is -6.40 / -6.40 eV. As for the net charge: 0. The spin multiplicity is 4. For the calculated total energy, the calculation gives -93253.41670 eV. The energy above the lowest of the compared OMol25 structures with the same formula, charge and spin comes out at 39.0 kcal per mole. Its expectation value of S² is 3.753.

Last column: Mulliken spin population.
Positions of all 69 atoms, in Å:
O 2.63336 -0.00794 -0.29448  -0.002
H -1.03671 -5.48726 -5.54266  0.000
H 2.44906 -3.81363 -2.21325  0.000
C -0.86354 5.83291 2.03087  0.000
Cl 1.92634 4.12859 -0.25909  -0.008
H -1.30016 3.31499 2.37604  0.000
H -0.47752 0.59530 -5.49628  0.000
C -1.29207 1.09080 -4.95031  0.000
H -2.03994 4.15211 -3.37077  0.000
H 1.82009 5.91236 2.34109  0.000
Si -0.59113 2.19957 -3.67558  0.000
H 1.92098 4.47577 3.41883  0.000
H -1.93495 -3.45904 -6.06124  0.000
H 1.32754 3.80419 -3.55388  0.000
C 2.91096 -1.06895 -2.97841  0.000
H 4.14256 -3.32370 -2.41204  0.000
H -1.89855 1.64549 -5.66357  0.000
H -1.09784 3.87237 -1.88410  0.000
Cl 0.69421 1.15651 -2.01297  -0.004
H 3.46967 -3.56570 -0.77546  0.000
H -0.90121 -2.01682 -5.86119  0.000
O 0.62912 2.63395 2.62811  -0.003
C -2.42372 -2.38977 -0.51132  0.000
H -2.62591 -1.94129 -5.44314  0.000
H -3.02135 -3.00205 1.47654  0.000
H -3.37476 -1.92656 -0.77191  0.000
H -0.88370 -4.17250 1.96522  0.000
H -0.37513 6.31133 1.16244  0.000
C -1.73361 -2.58825 -5.42019  0.000
H 1.44277 2.77628 -5.01749  0.000
H 0.31405 4.14546 -4.97533  0.000
C -1.67163 3.36815 -2.68448  0.000
H 0.53533 -4.68068 -5.44678  0.000
C -1.37176 -3.02048 -4.02483  0.000
H 1.12704 5.98437 3.99754  0.000
C -1.70249 -1.98026 -2.91358  0.000
H -0.66494 -4.58748 -2.77885  0.000
H 0.96856 -4.11621 0.27309  0.000
C -0.77503 -4.20874 -3.79653  0.000
H -1.13110 6.59230 2.77150  0.000
Cl -1.58650 1.80821 0.40714  -0.006
C 2.67782 -1.24932 -0.52556  -0.001
H 2.53823 -1.96804 0.30012  0.000
C -1.01033 -3.63514 1.02386  0.000
N 2.88901 -1.80752 -1.71803  0.000
C 0.74947 3.33363 -4.36692  0.000
H -1.76235 5.30435 1.69858  0.000
H 3.32934 -0.07320 -2.83702  0.000
H 0.22992 -1.27317 0.94649  0.000
C 1.31336 5.34017 3.12783  0.000
O 0.15073 -0.39170 1.36153  -0.001
H 3.53084 -1.63485 -3.67616  0.000
C -0.24631 3.55430 2.55841  0.000
C -0.25765 -5.14252 -4.84934  0.000
H -1.87190 0.29378 -4.45296  0.000
C 0.03137 -3.59037 0.08304  0.000
C 3.25843 -3.21722 -1.78549  0.000
H -0.79787 -0.11578 1.28278  0.000
H 0.16416 -6.04180 -4.39171  0.000
C -1.41962 -2.42352 -1.47824  0.000
H 0.62381 -2.85654 -1.88372  0.000
Nd 1.17664 1.73956 0.47094  3.026
C -2.21491 -2.99074 0.73446  0.000
N 0.03030 4.85563 2.63984  0.000
O -1.20579 -0.73548 -3.16647  0.000
H -2.52923 2.86855 -2.22550  0.000
H -2.81304 -1.94690 -3.01605  0.000
H 1.90987 -0.98816 -3.40786  0.000
C -0.17137 -2.91749 -1.13217  0.000

Cartesian forces, eV/Å:
0.109 -1.250 -0.049
0.111 0.110 0.024
0.060 0.005 -0.039
-0.220 -0.079 0.242
0.055 0.122 0.100
0.272 -0.052 -0.095
-0.182 0.111 0.133
-0.084 -0.207 -0.244
0.113 -0.312 0.131
-0.039 -0.186 0.186
0.666 0.938 0.691
-0.119 0.359 -0.090
0.116 0.242 0.136
-0.194 -0.187 -0.254
0.103 0.052 -0.207
0.050 0.001 0.123
0.018 0.408 -0.101
-0.145 -0.333 -0.402
-0.836 0.337 -2.237
0.041 -0.151 -0.124
-0.296 -0.087 0.006
-0.837 0.978 0.191
0.227 -0.318 0.150
0.354 -0.159 0.189
0.318 0.036 -0.280
0.133 -0.178 0.126
-0.030 0.173 -0.257
-0.144 -0.318 0.385
0.196 0.163 -0.177
-0.125 0.201 0.217
-0.028 -0.345 0.206
-0.201 -0.130 0.118
-0.091 -0.019 -0.039
0.715 -0.498 0.940
0.112 -0.116 -0.195
-0.840 0.498 -0.424
0.100 0.390 -0.200
-0.141 0.173 0.040
-0.440 0.453 0.103
-0.015 0.001 -0.171
0.250 0.127 0.030
0.185 0.762 -0.406
0.238 0.174 -0.233
0.169 0.053 -0.175
0.240 0.342 0.782
0.382 -0.201 -0.022
0.116 0.245 -0.016
-0.087 -0.050 0.066
-0.320 0.266 0.141
0.121 -0.119 -0.144
-0.227 -0.168 -0.089
0.036 0.142 0.084
0.836 0.031 -0.103
-0.141 -0.377 -0.276
0.268 0.247 -0.119
-0.298 0.448 -0.035
-0.465 -0.054 0.168
0.614 -0.297 -0.070
-0.009 0.077 -0.041
-0.325 -0.106 -0.556
-0.453 -0.121 0.345
-0.802 -0.227 0.599
-0.204 0.061 0.126
0.104 -0.554 -0.039
0.556 -1.049 0.284
0.110 0.103 -0.025
-0.257 -0.105 0.419
-0.076 -0.012 0.201
0.576 -0.460 0.253

(2)
Here is C20H38CoN6S as an isolated structure from the Open Molecules 2025 dataset. Energies are from ωB97M-V with the def2-TZVPD basis set.

The HOMO energy (spin up / spin down) is -6.55 / -7.38 eV. As for the net charge: 0. The spin multiplicity is 4. For the calculated total energy, the calculation gives -78758.52544 eV. Its expectation value of S² is 3.760.

Last column: Mulliken spin population.
Positions of all 66 atoms, in Å:
C -3.08814 2.44676 -2.65238  -0.003
H 1.75060 0.46390 -3.40825  -0.001
H -2.40459 -0.63523 -2.34752  0.001
H -0.79455 -1.63658 3.49962  0.000
N -0.92459 1.24047 -1.41945  0.025
H -3.94574 2.90055 -3.13207  0.000
H -0.46442 -0.52016 6.02671  0.000
C -2.82725 2.05888 1.74911  -0.001
H -3.94123 2.52233 -0.69098  0.000
H -1.53561 0.82946 6.42277  0.000
Co 0.43746 -0.07166 -0.22580  2.733
C 0.51458 -3.25986 1.98982  0.000
N -0.62811 -2.44802 1.58531  0.016
H 0.20406 -3.42416 -0.75293  -0.002
C -1.42433 -2.12034 2.75708  -0.001
H 0.73797 -2.29389 -2.60155  0.005
H 1.13591 -3.50679 1.12986  0.000
C 3.30855 -0.97978 -3.29100  0.006
H 3.09065 2.40662 -2.68374  -0.002
H -3.16769 1.26647 2.41901  0.000
H 2.49152 1.10305 -0.78432  0.015
H -1.90837 2.27750 -4.45303  0.001
H 2.89594 -0.57507 -0.82115  -0.001
C -0.84425 -3.12424 -0.77733  0.008
C -3.08901 2.23139 -1.28483  0.004
C 2.62514 0.28363 -2.76975  -0.026
H -2.43999 -2.75218 0.61307  0.000
H -1.87223 -3.01884 3.21350  0.000
C -0.92854 0.38552 5.63177  0.000
H 3.63795 -0.85916 -4.32662  0.000
S 1.92001 -0.06637 1.85084  0.086
H -0.02388 1.19116 -3.25134  0.004
H 1.13286 -2.69981 2.68488  0.001
C -0.91644 1.49215 -2.72216  -0.016
C -2.32621 -1.44136 -1.62245  0.010
H -1.54091 -4.22832 0.91083  0.001
H -1.58386 0.11139 4.80624  0.000
H -3.68997 2.50732 1.26664  0.000
H -2.90567 -2.29603 -2.00032  0.001
H 2.66092 -1.85452 -3.25107  -0.002
C 0.73780 0.65098 2.85400  -0.005
C 2.22601 0.16310 -1.28737  0.092
H -1.37386 -3.86213 -1.40146  0.002
H -0.82368 -2.66030 -3.37213  0.000
N 1.03853 0.83167 4.16201  -0.001
H 0.73779 1.71020 5.99430  0.000
C -1.97517 1.64788 -0.68503  0.005
H -2.22379 -1.42868 2.48539  0.000
C -1.97049 2.09607 -3.38960  0.002
H 1.88955 0.39156 4.46710  0.001
N -0.47521 1.08958 2.50388  -0.016
C 0.12698 1.37465 5.15487  0.000
H -0.24307 -0.98371 -3.24683  -0.004
H -2.77158 -1.10128 -0.68861  -0.003
N -0.70192 1.02508 1.17987  0.044
H -2.34406 2.80216 2.38578  0.001
H 4.19053 -1.19674 -2.68214  -0.001
C 3.56397 1.47254 -2.99368  0.007
C -1.82898 1.51292 0.77936  0.010
H 4.46909 1.34729 -2.39333  -0.001
C -0.28013 -1.94341 -2.73915  0.011
H 3.86012 1.57077 -4.04271  0.000
N -0.91977 -1.80887 -1.43150  -0.008
C -1.43261 -3.17051 0.61642  -0.001
H -0.35444 2.25261 4.72600  0.000
H 0.18292 -4.19887 2.46353  0.001

Cartesian forces, eV/Å:
-0.008 -0.001 0.020
-0.045 -0.078 -0.053
0.003 0.014 -0.006
0.023 0.040 0.015
-0.106 0.181 0.137
-0.002 0.001 0.005
-0.002 0.001 0.004
0.002 -0.003 0.012
-0.009 0.010 -0.016
0.000 0.004 -0.001
0.635 -0.141 -0.145
-0.027 0.065 -0.050
-0.016 -0.068 0.027
0.009 0.029 0.019
0.029 0.028 -0.045
0.054 0.020 -0.012
0.014 0.018 0.010
0.034 0.040 0.001
0.000 0.007 0.011
0.016 0.006 0.005
0.015 0.025 0.030
0.001 -0.004 0.000
0.017 0.051 0.010
-0.031 -0.059 -0.038
-0.001 -0.006 -0.025
0.003 0.057 0.034
-0.007 0.019 -0.015
-0.003 -0.003 0.016
0.001 0.006 -0.002
-0.017 -0.003 -0.006
-0.116 -0.020 -0.174
0.047 -0.003 -0.013
0.035 0.042 0.029
0.038 -0.036 -0.008
-0.013 0.002 0.001
-0.032 -0.019 -0.015
0.000 0.000 -0.002
-0.010 -0.004 0.003
0.007 0.002 -0.008
-0.044 -0.048 0.051
-0.202 0.091 0.139
-0.134 -0.205 -0.085
0.019 0.003 -0.014
0.000 0.000 0.007
-0.052 -0.213 0.001
0.001 -0.002 0.004
0.010 0.010 0.110
0.002 0.006 0.003
0.017 -0.008 -0.001
0.029 0.075 0.002
0.155 -0.138 -0.002
0.055 0.037 -0.032
-0.007 0.019 -0.004
0.001 -0.009 0.004
-0.362 -0.051 0.041
-0.003 0.009 -0.008
0.004 0.002 -0.010
-0.014 0.005 0.000
-0.014 0.104 -0.137
0.001 0.006 -0.006
0.013 -0.002 -0.039
-0.005 0.001 -0.001
-0.022 0.067 0.216
0.015 0.010 0.004
-0.007 0.011 0.000
0.010 -0.003 0.003